ORCA calculation (ωB97M-V/def2-TZVPD) on C3H2FLiO2Sm as an isolated structure at a distorted geometry.

XYZ file:
```
10
Properties=species:S:1:pos:R:3:forces:R:3
O -0.41664 -1.12628 0.00656 -2.09 -1.26 0.42
C -0.78764 0.00995 0.44538 2.82 -0.72 -1.70
O -1.72052 0.53210 -0.26684 -1.87 1.66 0.76
Li -2.31352 -1.24977 -1.01813 0.52 -0.16 0.02
Sm -2.00704 2.71593 0.67746 0.66 -0.70 -0.18
C 1.46559 -0.75641 0.11040 1.12 1.86 1.02
C 1.19365 0.58475 0.32616 -1.04 0.63 0.74
H 2.11073 -0.96000 -0.75046 -0.04 -0.45 0.19
H 1.54707 -1.26205 1.08053 -0.18 -0.47 -0.89
F 0.92833 1.51178 -0.61105 0.09 -0.40 -0.38
```
Forces are in eV/Å.

Calculated values
⟨S²⟩	12.007
multiplicity	7
HOMO level (alpha / beta)	-15.429 / -15.433	eV
orbital gap (alpha / beta)	6.31 / 6.49	eV
net charge	+2

ORCA calculation (ωB97M-V/def2-TZVPD) on a 2-piece molecular cluster, C17H35F5N5O6S2 overall at a distorted geometry.

XYZ file:
```
70
Properties=species:S:1:pos:R:3:forces:R:3
C -2.33481 2.34165 2.27762 0.78 0.22 -0.54
C -2.27739 1.54747 0.80978 -2.23 0.53 2.53
O -1.04153 1.99525 0.13502 -1.04 -0.57 0.60
N -0.66765 1.13929 -0.84016 4.73 -0.22 -2.87
C 0.57845 1.32630 -1.40361 0.96 0.42 -2.09
N 1.22246 0.44907 -2.49817 -0.80 1.06 2.35
C 2.68797 0.50689 -2.04178 0.42 0.35 0.28
C 3.80562 -0.40587 -2.81847 -0.92 -1.49 -0.26
C 3.94364 -1.93357 -2.15256 1.56 -0.35 -0.71
O 2.71997 -2.74237 -2.30855 2.04 -0.67 0.50
C 4.52387 -1.89000 -0.60561 0.07 -0.05 -0.27
N 3.48544 -2.16624 0.45936 0.27 0.55 -0.88
C 2.84432 2.13748 -1.97612 -1.63 -0.22 -0.04
C 2.66741 3.03378 -3.35075 1.51 -0.69 -1.50
S 1.38235 4.40346 -3.21595 -4.92 3.18 4.46
O -0.10024 3.87319 -3.26874 5.52 0.73 -0.32
O 1.62350 5.36382 -1.99535 -0.11 -3.92 -4.76
S 4.47616 2.86198 -1.29496 4.01 6.48 -5.03
O 5.63309 2.48064 -2.28979 -4.50 -0.46 4.00
O 4.44205 4.44010 -1.30914 -0.91 -6.35 0.99
C 4.81697 2.36804 0.48145 -0.80 0.48 3.87
F 4.31591 3.49223 1.35346 1.54 -4.02 -2.96
F 4.12718 1.12980 0.91825 2.14 3.71 -1.48
C 6.45442 2.31920 0.68902 3.76 0.91 0.83
F 7.10181 1.18685 -0.02058 -2.61 3.89 2.86
F 6.78443 2.31599 2.16326 -1.34 -0.39 -5.55
F 7.08756 3.57422 0.14955 -2.63 -4.62 1.90
N 1.61309 2.42870 -1.09269 -1.94 -3.21 1.53
H -1.45906 1.92067 2.96190 -2.04 0.94 -1.40
H -2.13133 3.49602 2.06782 -0.54 -2.54 0.54
H -3.39513 2.20773 2.80851 2.47 0.15 -1.40
H -2.29685 0.40219 1.07664 0.26 2.11 -1.02
H -3.23290 1.91463 0.22598 2.14 -1.01 0.74
H -1.24784 0.32774 -1.18752 0.54 1.19 0.66
H 1.04359 0.75194 -3.48696 -0.01 -0.17 1.39
H 2.57545 0.21781 -0.90150 0.85 0.30 -2.35
H 3.45702 -0.57753 -3.92983 0.72 0.53 2.11
H 4.89437 0.03308 -2.81410 -2.37 -0.46 0.15
H 4.78698 -2.48494 -2.79064 -1.66 1.47 1.16
H 3.01406 -3.71872 -2.23903 -0.69 2.38 -0.22
H 5.39043 -2.68496 -0.47356 -1.86 1.61 -0.41
H 5.02402 -0.82981 -0.47589 -1.05 -2.14 0.07
H 2.94626 -3.04813 0.27357 0.68 1.54 0.09
H 2.84673 -1.35311 0.62628 0.74 -1.35 -0.39
H 2.39163 2.36933 -4.30170 0.40 1.35 2.20
H 3.68546 3.57779 -3.65498 -2.17 -1.12 0.88
H 1.50000 5.24668 -4.36776 0.46 -1.41 0.94
H 1.79122 2.17562 -0.07408 0.15 1.28 -1.14
C -3.48955 -2.92731 0.22794 -0.20 -0.04 -0.13
C -4.05738 -3.29724 1.59500 0.04 0.28 0.02
N -4.56644 -2.14906 2.34896 0.21 0.23 0.29
C -4.82433 -2.45077 3.76132 0.31 0.01 0.07
C -5.91194 -3.47002 4.07868 -0.22 -0.12 0.22
C -5.59040 -1.33807 1.68800 0.20 0.03 -0.21
C -6.86583 -2.03881 1.23303 -0.37 0.05 -0.08
H -2.72831 -2.14473 0.31336 -0.05 -0.01 0.08
H -3.01875 -3.80412 -0.22874 -0.09 0.11 0.07
H -4.26988 -2.58180 -0.45711 0.10 0.00 0.04
H -3.23838 -3.75748 2.16257 -0.26 0.15 0.18
H -4.82203 -4.07049 1.46703 -0.01 -0.14 -0.10
H -5.04626 -1.51788 4.29556 -0.01 -0.03 -0.26
H -3.88599 -2.80852 4.20661 -0.03 0.02 -0.23
H -6.90956 -3.05875 3.92051 0.04 -0.10 -0.05
H -5.85036 -3.75316 5.13554 0.01 0.04 -0.14
H -5.81055 -4.38692 3.49192 -0.01 0.10 0.03
H -5.13488 -0.86279 0.81075 0.07 -0.12 0.00
H -5.86394 -0.49439 2.33515 0.17 -0.26 0.13
H -6.66672 -2.97755 0.70966 0.02 0.06 0.07
H -7.41117 -1.39038 0.53792 0.07 -0.08 0.08
H -7.53754 -2.24117 2.06942 0.08 -0.09 -0.12
```
Forces are in eV/Å.

Calculated values
HOMO level	-10.292	eV
orbital gap	6.00	eV
net charge	+1

ORCA calculation (ωB97M-V/def2-TZVPD) on one molecule with the formula C2H5ClO2 at a distorted geometry.

XYZ file:
```
10
Properties=species:S:1:pos:R:3:forces:R:3
C -0.74248 0.33915 1.04629 0.47 0.00 1.09
C 0.16922 -0.49136 -0.99498 4.43 0.49 -0.94
O 1.72307 -0.59511 -0.63201 -3.99 -1.80 -3.61
O -0.64584 -0.58350 0.01548 -0.69 -2.10 -0.50
Cl -0.14773 1.14602 -1.80203 0.52 -0.59 -0.22
H -1.73088 0.18594 1.39966 -1.00 0.40 0.38
H -0.55430 1.36722 0.77375 0.01 0.16 -0.27
H -0.10375 0.02006 1.86584 0.42 0.18 0.07
H 0.15829 -1.31076 -1.76774 -0.68 1.01 1.07
H 1.87440 -0.07768 0.09574 0.52 2.26 2.92
```
Forces are in eV/Å.

Calculated values
energy relative to the best compared isomer or geometry (same formula, charge and spin)	27.0	kcal per mole
structure (SMILES)	CO[C@H](O)Cl
HOMO level	-10.795	eV
orbital gap	11.54	eV

ORCA calculation (ωB97M-V/def2-TZVPD) on one molecule with the formula C5H3N at a distorted geometry.

XYZ file:
```
9
Properties=species:S:1:pos:R:3:forces:R:3
C 0.51435 -0.68074 -0.19704 0.87 -1.48 0.59
C -1.91624 0.55935 -0.86501 4.10 0.43 3.90
C 1.42761 0.12026 0.80415 1.61 -3.83 -1.94
C -0.63119 -0.09567 -0.46180 -0.49 1.73 1.19
C -1.27880 1.06524 0.19634 -0.57 -0.78 -2.13
N 1.19900 1.13488 1.39514 -0.47 2.16 1.25
H 0.78876 -1.77436 -0.32971 -0.29 1.77 -0.16
H -2.55738 0.09878 -1.46009 -3.23 -0.96 -2.73
H 2.45390 -0.42772 0.91802 -1.53 0.96 0.02
```
Forces are in eV/Å.

Calculated values
energy relative to the best compared isomer or geometry (same formula, charge and spin)	129.3	kcal per mole
HOMO level (alpha / beta)	-8.921 / -9.044	eV
orbital gap (alpha / beta)	8.33 / 6.89	eV

ORCA calculation (ωB97M-V/def2-TZVPD) on a 9-piece molecular cluster, C27H27F9O27 overall at a distorted geometry.

XYZ file:
```
90
Properties=species:S:1:pos:R:3:forces:R:3
C -5.32759 0.68433 1.83709 1.20 -0.19 0.46
C -4.86456 -0.23142 2.94691 -1.93 0.18 0.51
O -3.77176 0.34397 3.50584 1.14 2.60 0.22
C -3.83280 1.73834 3.21258 1.34 -0.48 1.08
O -3.09191 2.54591 3.69940 -1.19 -1.18 -0.80
O -4.82003 1.96646 2.34211 -1.00 -0.39 -0.65
F -4.56274 -1.43221 2.50248 0.71 -1.95 -1.02
H -6.39576 0.53098 1.68348 0.03 1.10 0.06
H -4.77174 0.42638 0.93565 -0.11 0.14 -0.15
H -5.64102 -0.38295 3.69674 -0.16 0.14 0.28
C 0.81370 2.81716 7.52095 2.53 0.25 0.59
C 1.83473 3.76188 6.75091 -0.27 -1.64 1.59
O 3.03760 3.56674 7.47459 -0.15 -0.18 0.03
C 2.76778 3.11811 8.73956 1.91 -0.24 2.44
O 3.56342 3.06056 9.67604 -1.93 0.33 -2.97
O 1.50670 2.70572 8.83862 -1.51 0.58 -0.78
F 1.53203 5.07685 6.89364 -0.45 -0.08 -0.55
H 0.90736 1.78451 7.18484 -0.47 0.25 -0.66
H -0.21221 3.18244 7.56783 0.30 0.02 0.37
H 1.97954 3.41942 5.72629 0.04 0.69 -0.09
C -3.87458 -2.66077 -6.26000 0.32 -0.72 -1.78
C -4.75647 -1.47545 -6.04589 0.36 -0.55 -1.55
O -4.92816 -1.43979 -4.71161 -0.45 2.17 1.44
C -3.95041 -2.10816 -4.13902 -0.14 -1.27 2.86
O -3.76435 -2.11783 -2.96170 0.46 0.22 -0.14
O -3.36823 -2.89975 -5.01540 2.26 -0.72 1.41
F -5.94283 -1.82054 -6.52250 -2.10 0.60 -1.64
H -3.07373 -2.49031 -6.97950 -0.07 -0.15 -0.01
H -4.49148 -3.52396 -6.50987 0.03 0.09 -0.54
H -4.33368 -0.56369 -6.46785 -0.61 0.37 -0.02
C 0.79167 -4.13921 -1.90641 1.87 -0.07 -0.63
C 2.33374 -4.04767 -1.70652 -1.90 0.91 -2.23
O 2.76365 -5.39877 -1.71083 1.41 2.08 0.20
C 1.75220 -6.18013 -1.45451 -2.18 -4.57 0.27
O 1.82460 -7.41860 -1.35031 -0.55 4.67 -0.15
O 0.58027 -5.42561 -1.41418 -0.28 -2.13 0.46
F 2.57189 -3.36839 -0.59715 1.03 0.06 1.63
H 0.61954 -4.07194 -2.98063 -0.35 -0.29 -0.14
H 0.19330 -3.36185 -1.43128 0.27 -0.30 0.44
H 2.75252 -3.50059 -2.55116 0.65 -0.33 0.14
C 2.39529 2.65472 -7.47912 -0.05 -0.59 -1.47
C 1.36947 2.13723 -8.52255 0.07 1.69 1.48
O 0.66910 1.13903 -7.79434 -0.82 0.28 -1.52
C 1.16979 1.00242 -6.55445 -1.01 -1.96 1.63
O 0.84980 0.19742 -5.70789 -0.11 0.88 -1.70
O 2.08606 1.88807 -6.35487 1.95 1.76 1.71
F 2.03190 1.63563 -9.54120 1.40 -2.06 -1.72
H 2.44436 3.73032 -7.30948 -0.39 -0.21 0.30
H 3.34386 2.30697 -7.88828 0.28 0.24 0.23
H 0.83194 2.91304 -9.06778 -1.36 -0.03 1.12
C -3.90427 5.56438 -7.67224 -1.01 -0.72 1.01
C -4.74968 4.39938 -7.09664 0.19 0.82 -3.07
O -3.80793 3.74214 -6.31886 -2.32 -2.59 0.25
C -2.95163 4.58297 -5.86778 5.32 0.45 4.10
O -2.08512 4.32702 -4.98634 -3.46 1.18 -3.49
O -3.09162 5.74795 -6.50287 0.99 1.53 -0.43
F -5.08241 3.56064 -8.12572 -0.31 -0.10 0.39
H -4.48286 6.45013 -7.93453 0.19 0.03 0.44
H -3.35394 5.23763 -8.55454 0.31 -0.11 0.22
H -5.66316 4.75732 -6.62173 0.12 -0.52 0.56
C -0.32182 0.84752 -0.40452 1.14 -1.48 -1.59
C 0.25886 2.20279 -0.34777 1.86 -1.51 -0.66
O 1.14801 2.14895 0.75372 0.73 4.59 -1.53
C 1.29565 0.98799 1.19127 2.90 -4.63 5.27
O 2.06447 0.64336 2.13766 -2.90 1.15 -3.71
O 0.46983 0.15779 0.55603 -1.09 -1.95 0.35
F -0.64017 3.04529 -0.05069 -2.94 3.64 0.60
H -0.05702 0.43376 -1.37755 -0.09 -0.33 -0.04
H -1.41117 0.81415 -0.38719 0.09 -0.13 1.09
H 0.78295 2.43295 -1.27538 0.25 0.60 0.22
C -0.08388 -4.09454 3.80421 -1.84 0.49 -1.15
C 0.50244 -3.29316 4.96586 -0.83 -1.06 -0.29
O 1.49772 -4.19149 5.38855 0.97 1.48 0.34
C 1.80036 -5.05597 4.39405 2.69 -1.50 1.03
O 2.79268 -5.72578 4.33926 -0.47 0.60 0.49
O 0.85409 -5.12645 3.52384 -2.09 0.79 -1.68
F -0.31946 -3.09849 6.01839 -0.68 -0.25 0.37
H -0.30019 -3.45017 2.95210 1.03 0.08 -0.41
H -1.08851 -4.51110 3.87694 0.12 -0.40 1.17
H 0.73992 -2.27758 4.64916 1.14 -0.18 0.09
C 6.64965 -2.03322 6.91054 0.80 -2.53 -1.29
C 6.06256 -0.73021 6.62971 -1.01 -1.42 0.46
O 6.83047 0.12888 7.38399 -1.05 2.41 -1.28
C 7.84298 -0.49204 7.95590 3.45 0.11 2.31
O 8.77398 0.04349 8.54548 -2.62 -1.36 -1.53
O 7.69057 -1.82536 7.78797 1.47 0.49 1.17
F 4.80337 -0.86349 7.13605 -1.16 1.51 0.03
H 7.05587 -2.36455 5.95488 0.13 -0.85 0.16
H 5.92277 -2.73053 7.32711 0.13 0.00 -0.19
H 6.01377 -0.66702 5.54263 -0.16 1.63 0.15
```
Forces are in eV/Å.

Calculated values
energy relative to the best compared isomer or geometry (same formula, charge and spin)	149.8	kcal per mole
structure (SMILES)	O=C1OC[C@@H](F)O1.O=C1OC[C@@H](F)O1.O=C1OC[C@@H](F)O1.O=C1OC[C@@H](F)O1.O=C1OC[C@@H](F)O1.O=C1OC[C@@H](F)O1.O=C1OC[C@@H](F)O1.O=C1OC[C@@H](F)O1.O=C1OC[C@@H](F)O1
HOMO level	-10.669	eV
orbital gap	10.33	eV